C18H45BaClN3O10 | ωB97M-V/def2-TZVPD

Values from the calculation:
- Charge: +1
- HOMO energy: -11.32 eV
- 2S+1: 1
- Kohn-Sham gap: 8.781 eV
- DFT total energy: -57542.6561 eV
- ΔE to the lowest compared entry with this formula, charge and spin: 56.8 kJ/mol
- LUMO: -2.54 eV

Atoms and positions in Å:
Ba -20.991 -5.387 18.343
Cl -20.230 -5.422 14.144
O -20.836 -5.730 15.395
O -18.989 -4.704 14.339
O -20.008 -6.680 13.514
O -21.174 -4.681 13.371
C -18.645 -4.930 21.905
O -19.572 -4.441 20.934
C -20.181 -3.280 21.482
C -21.150 -2.613 20.498
N -22.136 -3.638 20.120
C -23.086 -2.879 19.325
C -24.142 -3.741 18.577
O -23.386 -4.588 17.565
C -24.317 -4.873 16.555
H -19.159 -5.016 22.862
H -17.750 -4.308 21.928
H -18.264 -5.915 21.636
H -19.425 -2.562 21.801
H -20.713 -3.585 22.383
H -20.629 -2.270 19.604
H -21.632 -1.779 21.008
H -22.458 -3.971 21.018
H -22.422 -2.316 18.670
H -23.652 -2.202 19.965
H -24.809 -3.027 18.095
H -24.730 -4.301 19.304
H -25.043 -5.652 16.788
H -23.832 -5.362 15.710
H -24.786 -4.062 15.997
C -19.846 -8.800 17.276
O -19.474 -7.468 17.451
C -18.070 -7.242 17.023
C -17.560 -5.993 17.709
N -18.353 -4.859 17.331
C -18.031 -3.616 17.976
C -18.916 -2.586 17.297
O -20.243 -2.929 16.929
C -20.897 -2.274 15.866
H -19.539 -9.201 16.310
H -20.913 -9.003 17.370
H -19.452 -9.449 18.059
H -18.072 -7.227 15.933
H -17.537 -8.163 17.262
H -16.554 -5.867 17.307
H -17.632 -6.215 18.773
H -18.345 -4.807 16.323
H -16.961 -3.431 17.880
H -18.354 -3.612 19.017
H -18.441 -2.349 16.345
H -18.911 -1.599 17.760
H -21.003 -1.200 16.022
H -21.833 -2.830 15.913
H -20.544 -2.475 14.854
C -23.135 -8.068 16.664
O -22.729 -7.264 17.776
C -23.270 -7.791 19.026
C -22.705 -7.218 20.301
N -21.271 -7.212 20.329
C -20.624 -8.514 20.549
C -20.899 -8.952 22.027
O -20.276 -7.992 22.892
C -20.446 -8.125 24.325
H -22.941 -9.120 16.877
H -22.493 -7.842 15.813
H -24.207 -7.979 16.492
H -23.007 -8.848 19.036
H -24.354 -7.675 19.025
H -23.092 -7.767 21.160
H -23.197 -6.262 20.482
H -21.131 -7.050 21.317
H -19.571 -8.629 20.293
H -21.149 -9.189 19.873
H -20.411 -9.906 22.223
H -21.979 -9.045 22.140
H -19.594 -7.677 24.837
H -20.421 -9.139 24.723
H -21.364 -7.606 24.600